No. 1
DFT (ωB97M-V/def2-TZVPD) results for a molecular structure, H2N2O3.

Properties
E_HOMO (alpha / beta): -0.359 / -0.358 Eh
Lowest unoccupied orbital energy (alpha / beta): -0.91 / -0.93 eV

Last column: Mulliken charge in e.
CARTESIAN COORDINATES (ANGSTROEM)
N -1.151227 0.911199 0.015840  0.209
N -0.290760 0.028956 -0.096174  0.561
O -1.254144 1.975886 0.527372  -0.514
O -0.539845 -0.989403 -0.942314  -0.349
O 1.378755 -0.311688 0.259730  -0.614
H 0.333066 -1.394721 -0.894530  0.414
H 1.524156 -0.220230 1.130077  0.292

Atomic forces in eV per Å
N -0.481 -1.098 -1.167
N 1.107 0.838 1.470
O 0.822 0.419 0.753
O -0.194 -0.175 -0.278
O -2.002 -0.056 -5.894
H 0.393 -0.661 -0.203
H 0.355 0.732 5.318


No. 2
DFT (ωB97M-V/def2-TZVPD) results for a single H2N2O3 molecule.

Properties
E_HOMO: -0.390 Eh
SMILES: On1on1O
Lowest unoccupied orbital energy: 1.03 eV

Last column: Mulliken charge in e.
CARTESIAN COORDINATES (ANGSTROEM)
O -1.699787 -0.055934 0.182777  -0.333
N -0.563768 0.178973 -0.441650  0.214
O -0.052792 1.441097 -0.200234  -0.256
N 0.529240 0.362072 0.488757  0.118
O 1.767850 0.021364 -0.092914  -0.406
H -1.949076 0.643578 0.687391  0.297
H 2.120505 -0.703765 0.418516  0.366

Atomic forces in eV per Å
O -0.844 -3.664 -1.567
N 2.080 -1.338 -1.882
O 0.615 1.264 0.103
N 0.215 -0.739 1.083
O -0.931 1.175 -1.201
H -0.961 3.621 2.766
H -0.175 -0.319 0.699


No. 3
DFT (ωB97M-V/def2-TZVPD) results for a molecular structure, H2N2O3.

Properties
E_HOMO (alpha / beta): -0.270 / -0.413 Eh
Lowest unoccupied orbital energy (alpha / beta): 0.86 / -1.92 eV
2S+1: 3

Last column: Mulliken charge in e.
CARTESIAN COORDINATES (ANGSTROEM)
N 0.031728 0.572229 0.095177  -0.287
N -1.083316 1.427666 -1.179058  0.953
O -0.634211 2.492087 -1.365800  -0.515
O -2.072750 0.867735 -1.312528  -0.531
O 0.098405 -0.790475 -0.068165  -0.282
H 0.823641 0.974195 -0.280215  0.279
H -0.823638 -1.053915 0.173410  0.384

Atomic forces in eV per Å
N -0.325 -3.371 4.077
N 2.116 -0.148 -3.556
O 0.022 2.904 0.260
O -4.821 -1.162 0.087
O -0.745 1.271 0.297
H 2.861 0.495 -0.880
H 0.892 0.011 -0.285


No. 4
DFT (ωB97M-V/def2-TZVPD) results for 2 unconnected molecules or ions with the total composition H2N2O3.

Properties
E_HOMO (alpha / beta): -0.295 / -0.374 Eh
Lowest unoccupied orbital energy (alpha / beta): 0.83 / -2.74 eV
2S+1: 3

Last column: Mulliken charge in e.
CARTESIAN COORDINATES (ANGSTROEM)
N -0.467455 1.386409 1.356825  0.246
N -0.077253 1.354243 0.284290  0.490
O -1.309132 0.992346 2.089678  -0.362
O 0.691624 1.827429 -0.483290  -0.371
O 0.196991 -1.827610 -0.700852  -0.652
H 1.185725 -2.021009 -1.010703  0.335
H -0.220500 -1.711808 -1.535947  0.313

Atomic forces in eV per Å
N 2.829 5.282 8.682
N -2.764 -5.141 -8.842
O -2.649 -2.208 0.223
O 2.571 2.038 -0.088
O 4.003 -0.800 -0.132
H -3.171 0.608 1.223
H -0.819 0.221 -1.065


No. 5
DFT (ωB97M-V/def2-TZVPD) results for 2 unconnected molecules or ions with the total composition H2N2O3S.

Properties
E_HOMO (alpha / beta): -0.350 / -0.344 Eh
Lowest unoccupied orbital energy (alpha / beta): -0.61 / -1.84 eV

Last column: Mulliken charge in e.
CARTESIAN COORDINATES (ANGSTROEM)
N -0.210427 1.092178 -2.109208  0.161
N -0.605256 -0.895894 0.939725  -0.468
O 0.411011 0.250785 -2.593501  -0.105
O 1.698816 -0.159699 0.206737  -0.431
O 0.335140 1.373322 1.680229  -0.531
S 0.451515 0.407058 0.555737  0.816
H -1.482836 -0.650094 1.264877  0.270
H -0.597963 -1.417657 0.055406  0.290

Atomic forces in eV per Å
N 1.085 -1.444 -0.561
N 3.390 -0.332 -1.869
O -1.009 1.374 0.586
O 1.488 -0.908 -0.587
O 0.119 -1.511 -1.786
S -2.492 2.193 2.972
H -2.071 0.857 0.569
H -0.510 -0.229 0.675


No. 6
DFT (ωB97M-V/def2-TZVPD) results for 2 unconnected molecules or ions with the total composition H2N2O3S.

Properties
E_HOMO (alpha / beta): -0.346 / -0.380 Eh
Lowest unoccupied orbital energy (alpha / beta): -2.35 / -2.33 eV
2S+1: 3

Last column: Mulliken charge in e.
CARTESIAN COORDINATES (ANGSTROEM)
N -0.206597 -0.027365 0.405906  -0.183
N -0.689742 -1.177880 0.625020  0.001
O -1.237070 -1.243477 2.479866  -0.249
O -2.377398 -3.191409 -0.024540  -0.432
O -1.754768 -1.449356 -1.658918  -0.508
S -2.131741 -1.815076 -0.306130  0.828
H -0.249573 0.706606 1.112324  0.266
H 0.163578 0.144418 -0.529881  0.278

Atomic forces in eV per Å
N -0.437 -1.728 -0.691
N 1.370 1.612 0.157
O -0.451 0.079 1.826
O -0.010 -0.036 0.180
O -0.740 -0.069 0.145
S 0.245 -0.101 -1.810
H 0.138 -0.213 0.134
H -0.116 0.456 0.059


No. 7
DFT (ωB97M-V/def2-TZVPD) results for 2 unconnected molecules or ions with the total composition H2N2O3Si.

Properties
E_HOMO: -0.373 Eh
SMILES: O=[SiH2].O=NN=O
Lowest unoccupied orbital energy: -1.06 eV

Last column: Mulliken charge in e.
CARTESIAN COORDINATES (ANGSTROEM)
O -0.243036 -1.335133 -0.033358  -0.490
Si -1.484228 -0.434440 -0.031861  0.564
H -2.147388 0.256013 1.106080  -0.052
H -1.779194 -0.175420 -1.407348  -0.067
O 2.704164 -0.637987 -0.085311  -0.493
N 1.690710 -0.071961 0.036298  0.721
N 1.176205 0.930459 0.298702  0.332
O 0.082769 1.468470 0.116796  -0.515

Atomic forces in eV per Å
O 0.121 -0.647 0.786
Si 1.751 1.111 0.030
H -0.216 -0.497 -0.248
H -1.159 0.455 -0.601
O 0.819 -1.359 -0.165
N 0.647 -0.393 0.078
N -0.625 1.438 -0.110
O -1.339 -0.108 0.229


No. 8
DFT (ωB97M-V/def2-TZVPD) results for 2 unconnected molecules or ions with the total composition H2N2O4S.

Properties
Charge: -2
E_HOMO (alpha / beta): 0.077 / 0.077 Eh
Lowest unoccupied orbital energy (alpha / beta): 6.52 / 6.52 eV

Last column: Mulliken charge in e.
CARTESIAN COORDINATES (ANGSTROEM)
N 1.428120 -0.668344 -2.725690  -0.353
N -0.845510 -0.303186 0.107104  -0.629
O 1.375944 -0.486818 -3.981460  -0.586
O -2.361954 0.093409 2.157134  -0.648
O -0.198653 -1.078421 2.557478  -0.685
O -0.293683 1.254718 2.003819  -0.735
S -0.978602 -0.042125 1.836095  1.105
H 0.001103 -0.780258 -0.165168  0.270
H -0.787244 0.525126 -0.478875  0.262

Atomic forces in eV per Å
N -0.004 0.125 -0.834
N -0.510 -0.964 0.659
O 0.045 -0.125 0.732
O -1.893 -0.932 0.024
O -1.492 -0.029 -1.364
O -0.206 0.007 -0.008
S 4.163 2.026 -0.409
H 0.252 -0.482 0.392
H -0.356 0.374 0.809


No. 9
DFT (ωB97M-V/def2-TZVPD) results for a single H2N2O4S molecule.

Properties
E_HOMO: -0.397 Eh
Lowest unoccupied orbital energy: 0.05 eV

Last column: Mulliken charge in e.
CARTESIAN COORDINATES (ANGSTROEM)
N -1.435217 -0.997923 0.335820  1.180
N 1.328466 0.358216 -0.751611  -0.388
O -0.662685 -1.815937 -0.078341  -0.591
O -0.959686 0.150033 0.727093  -0.399
O 0.506522 2.086516 0.967878  -0.440
O -2.634976 -1.091242 0.449956  -0.556
S 0.816847 0.698899 0.801479  0.680
H 1.849757 -0.477280 -1.046487  0.258
H 1.190976 1.088714 -1.405787  0.258

Atomic forces in eV per Å
N -1.199 -0.833 -0.061
N -0.068 0.153 1.532
O 0.637 -0.906 -0.394
O 0.648 2.549 0.737
O 0.245 0.102 -0.649
O 0.355 -0.261 -0.197
S 0.157 -1.969 -0.822
H -0.610 0.582 0.676
H -0.167 0.583 -0.823


No. 10
DFT (ωB97M-V/def2-TZVPD) results for a single H2N2O4S molecule.

Properties
E_HOMO: -0.401 Eh
Lowest unoccupied orbital energy: 0.13 eV

Last column: Mulliken charge in e.
CARTESIAN COORDINATES (ANGSTROEM)
N -1.617548 0.714093 3.084950  1.192
N 0.543197 0.328119 0.978224  -0.431
O -2.548951 0.160831 3.515407  -0.523
O -1.829973 1.514575 1.944238  -0.468
O -0.759061 1.857846 -0.478075  -0.439
O -0.473871 0.536110 3.393743  -0.628
S -0.262578 1.798641 0.843767  0.751
H 1.023333 0.238804 1.897741  0.307
H 0.483129 -0.500793 0.435241  0.239

Atomic forces in eV per Å
N 1.001 0.210 -2.742
N 0.581 2.317 1.899
O -2.173 -0.272 0.889
O 0.330 -0.414 0.265
O -1.096 0.213 -1.164
O 1.258 0.570 1.023
S 1.375 -2.225 1.772
H -0.676 -0.043 -1.193
H -0.600 -0.357 -0.750


Strongest force on any atom per entry: 6.23 4.66 5.30 10.59 4.46 2.12 2.07 4.65 2.73 3.16 eV/A
Energy relative to the best compared isomer or geometry (same formula, charge and spin) per entry: 59.20 54.05 24.60 15.89 37.34 82.87 42.39 5.46 55.40 59.05 kcal/mol